1.
This record from OMol25 describes a structure of composition C26H24N3O8Re. The level of theory is the ωB97M-V functional and the def2-TZVPD basis.

```
62
Properties=species:S:1:pos:R:3
Re -0.20613 -1.14267 -0.51708
C 4.70629 -2.31554 0.10294
C 4.21260 -1.30924 -0.95701
C 3.95438 -2.04097 -2.27993
C 5.23809 -0.18731 -1.13508
C 2.90673 -0.76800 -0.46088
C 1.66819 -1.31405 -0.54287
H 5.65792 -2.72808 -0.23117
H 3.99683 -3.13425 0.22642
H 4.85578 -1.83152 1.06865
H 4.87125 -2.53468 -2.59970
H 3.64612 -1.34476 -3.06123
H 3.17634 -2.79566 -2.15602
H 6.18935 -0.61465 -1.44954
H 5.39673 0.35294 -0.20317
H 4.91605 0.52476 -1.89635
C -3.32529 0.17627 0.74418
C -3.20564 -0.40307 -0.62207
O -2.06801 -0.83108 -0.97675
C -4.32150 -0.50369 -1.53521
C -5.63440 -0.21259 -1.14168
C -6.66373 -0.30186 -2.05686
C -6.40471 -0.67211 -3.37094
C -5.10737 -0.97805 -3.77055
C -4.07479 -0.89613 -2.86136
H -3.30412 -0.63565 1.47971
H -4.22376 0.76526 0.88890
H -2.44640 0.79094 0.93991
H -5.86155 0.05945 -0.12038
H -7.67553 -0.07888 -1.74717
H -7.21371 -0.72743 -4.08712
H -4.90774 -1.27818 -4.79004
H -3.06340 -1.12196 -3.17197
O 2.58309 1.46991 6.51059
N 2.89826 1.61695 5.34762
O 3.86499 2.23653 4.94696
C 2.05892 0.96154 4.33750
C 1.01640 0.14956 4.73528
C 0.20258 -0.43479 3.78597
C 0.41827 -0.24956 2.39485
O -0.34356 -0.82066 1.51104
C 1.51827 0.58957 2.04994
C 2.31335 1.19225 2.99740
N 1.69650 0.78073 0.65984
O 1.43464 2.06973 0.25112
O 2.98211 0.40614 0.21104
N -0.90971 -1.25974 4.27798
O -1.93721 -1.29515 3.62454
O -0.75741 -1.78598 5.36097
H 0.82473 -0.02386 5.78460
H 3.12997 1.83952 2.70741
C -1.68652 2.01619 -2.49077
C -1.77091 2.77700 -1.33188
C -0.72455 2.79083 -0.41873
C 0.40872 2.04122 -0.67855
C 0.52291 1.28446 -1.85097
C -0.53476 1.29187 -2.76275
H -2.50995 2.00512 -3.19340
H -2.65737 3.36617 -1.13557
H -0.77664 3.37119 0.49363
H 1.48508 0.88071 -2.13065
H -0.43511 0.76503 -3.70363
```

Output
Total charge   +1
HOMO level (spin up / spin down)   -11.24 / -10.88 eV
LUMO energy (spin up / spin down)   -5.28 / -5.01 eV
Calculated total energy   -1848.9350 hartree
Spin multiplicity   2

=====

2.
This record from OMol25 describes a cluster of 2 separate species, C4H7NO in total. The level of theory is the ωB97M-V functional and the def2-TZVPD basis.

```
13
Properties=species:S:1:pos:R:3
C -0.20868 -1.42189 1.40766
C 0.50674 -0.91596 0.42306
N 1.02299 -0.69765 -0.67305
C 0.59994 0.51386 -1.36368
C -0.04104 1.39922 -0.29607
O 0.18732 1.16403 0.86879
H -0.65674 -2.37352 1.16268
H -1.64662 -0.38075 0.24391
H -0.30660 -1.00675 2.40214
H 1.50157 1.02757 -1.73104
H -0.03402 0.33959 -2.24412
H -1.77444 0.12661 -0.29773
H -0.67290 2.26010 -0.54552
```

Output
Total charge   0
Relative energy (zero: lowest compared OMol25 entry of this formula, charge and spin)   4.559 eV
HOMO level   -8.33 eV
LUMO energy   0.74 eV
Calculated total energy   -286.4641 hartree

=====

3.
This record from OMol25 describes a cluster of 2 separate species, C10H16O in total. The level of theory is the ωB97M-V functional and the def2-TZVPD basis.

```
27
Properties=species:S:1:pos:R:3
C -2.56536 -2.60667 0.47192
C -2.22188 -1.46204 -0.50507
H -3.09893 -2.24144 1.34480
H -3.12716 -3.40568 -0.01674
H -1.64429 -3.06809 0.83180
H -2.51941 -0.48599 -0.12060
H -2.59070 -1.58464 -1.52646
H -1.14218 -1.41898 -0.62129
C 2.03778 -0.77427 -0.23434
C 2.21047 -0.96229 -1.75007
C 1.28753 0.47339 0.17413
C 0.19175 0.92318 -0.58355
C 1.66875 1.19541 1.29032
C -0.47421 2.05560 -0.16982
C 0.86225 2.22035 1.80890
C -0.21749 2.64059 1.07814
O -0.96916 3.71151 1.50158
H 1.51576 -1.65013 0.14863
H 3.05653 -0.71873 0.16080
H 3.00213 -1.68635 -1.92502
H -0.01241 0.41099 -1.51752
H 2.63086 0.92004 1.70184
H -1.24686 2.46837 -0.80275
H 1.15080 2.60353 2.78137
H -1.78299 3.70927 0.98648
H 2.67314 -0.06536 -2.18034
H 1.32529 -1.20156 -2.32713
```

Output
Total charge   0
Relative energy (zero: lowest compared OMol25 entry of this formula, charge and spin)   1.125 eV
HOMO level   -8.42 eV
LUMO energy   0.87 eV
Calculated total energy   -465.8565 hartree

=====

4.
This record from OMol25 describes a structure of composition C43H47BrCl3N7O2PS2Ta. The level of theory is the ωB97M-V functional and the def2-TZVPD basis.

```
107
Properties=species:S:1:pos:R:3
Ta -0.03265 -1.43149 -0.16641
S -2.34440 -0.19879 0.09968
C -3.08448 -1.70458 -0.36326
C -4.46630 -1.89837 -0.46149
C -4.93876 -3.16554 -0.72271
C -4.03948 -4.21819 -0.89006
C -2.69174 -3.93729 -0.81306
N -2.22613 -2.71069 -0.57089
H -5.13359 -1.06206 -0.30610
H -6.00448 -3.34393 -0.79107
H -4.37687 -5.22697 -1.07830
H -1.94362 -4.70809 -0.96213
Cl -1.75936 -6.79307 5.18593
C -1.31805 -5.58705 4.01745
C -2.05574 -4.42416 3.91812
C -1.69608 -3.46669 2.98376
Cl -2.62715 -2.01473 2.94874
C -0.60594 -3.63563 2.11957
O -0.25009 -2.70448 1.23788
C 0.12050 -4.82291 2.27024
Cl 1.50717 -5.12190 1.29146
C -0.22473 -5.79019 3.19989
H -2.90451 -4.24791 4.56204
H 0.36894 -6.68887 3.27928
Br -3.78455 5.11746 1.00054
C -4.01513 4.41207 -0.74322
C -4.09579 5.28082 -1.81761
C -4.25095 4.75892 -3.09265
C -4.28627 3.38697 -3.28943
C -4.24918 2.52679 -2.19408
C -4.10993 3.03923 -0.91631
N -4.49030 2.94861 -4.64727
N -3.91380 1.96536 -5.12697
C -2.89743 1.24626 -4.41221
C -3.06434 -0.10827 -4.36575
C -2.23483 -0.91589 -3.56747
C -1.23314 -0.35841 -2.81730
O -0.51379 -1.10436 -1.99164
C -0.97172 1.05032 -2.91779
N 0.02877 1.58006 -2.16948
C 0.31040 2.84702 -2.32396
C -0.34192 3.69102 -3.24548
C -1.38570 3.18510 -3.95937
C -1.77179 1.83945 -3.76999
H -4.05391 6.34947 -1.66068
H -4.33334 5.41367 -3.95091
H -4.31313 1.45549 -2.33011
H -4.06349 2.36987 -0.06807
H -3.89818 -0.54507 -4.90080
H -2.39542 -1.98443 -3.51078
H 1.10426 3.24651 -1.69889
H -0.01386 4.71340 -3.37455
H -1.91330 3.79736 -4.67919
C 4.67705 -2.59373 -5.15498
C 3.83049 -1.88711 -4.13961
C 3.67749 -0.50456 -4.13638
C 2.89928 0.03032 -3.12793
N 2.30701 -0.71892 -2.20855
C 2.47248 -2.03838 -2.31967
S 1.67020 -3.05771 -1.14351
N 3.22279 -2.65192 -3.23632
H 5.19084 -1.89217 -5.80986
H 4.05438 -3.25416 -5.75905
H 5.41142 -3.21825 -4.64683
H 4.15201 0.12104 -4.87881
H 2.74447 1.10189 -3.04307
C 1.12003 2.82316 3.78111
C 0.63818 2.10581 2.51578
C -0.83826 1.72203 2.69393
C 0.68934 3.07457 1.32612
P 1.65649 0.60326 2.04423
N 0.91369 -0.21403 0.89635
C 1.92021 -0.52815 3.52094
C 2.91466 -0.00150 4.56032
C 0.55292 -0.72060 4.19732
C 2.39035 -1.91697 3.03081
C 3.31085 1.12541 1.32094
C 3.09162 1.68145 -0.10138
C 4.16187 -0.14608 1.17338
C 4.08318 2.15866 2.14718
H 0.57255 3.76612 3.85874
H 2.18126 3.06164 3.76888
H 0.90469 2.25053 4.68225
H -1.42489 2.64398 2.69450
H -1.04019 1.20450 3.62629
H -1.19632 1.10083 1.87752
H -0.07543 3.83889 1.47802
H 0.46676 2.56139 0.39059
H 1.64757 3.58241 1.24474
H 2.67498 0.99814 4.91708
H 3.93774 -0.00074 4.18813
H 2.88504 -0.67277 5.42277
H 0.24179 0.16040 4.75521
H 0.63747 -1.54507 4.90858
H -0.22799 -0.97626 3.47961
H 3.47358 -2.00967 3.04908
H 2.05007 -2.15415 2.02601
H 1.98597 -2.67994 3.69934
H 2.27960 1.17462 -0.62146
H 4.00657 1.51909 -0.67552
H 2.89905 2.75168 -0.09250
H 3.62416 -0.93842 0.64917
H 4.51292 -0.52575 2.13011
H 5.04199 0.10780 0.57892
H 3.60232 3.13546 2.13370
H 5.07225 2.27833 1.69681
H 4.23080 1.86235 3.18383
```

Output
Total charge   0
Relative energy (zero: lowest compared OMol25 entry of this formula, charge and spin)   0.000 eV
HOMO level   -7.73 eV
LUMO energy   -0.16 eV
Calculated total energy   -7350.0686 hartree